No. 1
Below is a molecular structure, C8H14O2, with properties calculated with ωB97M-V with the def2-TZVPD basis set.

Geometry as XYZ:
```
24
Properties=species:S:1:pos:R:3
C -1.54 -1.07 0.65
C -2.18 -2.37 1.17
C -2.38 0.16 1.03
O -1.40 -1.14 -0.78
C -0.19 -0.93 1.20
C 0.87 -0.82 1.75
H -2.28 -1.21 -1.16
H -1.58 -3.22 0.84
H -2.24 -2.36 2.26
H -3.19 -2.47 0.77
H -2.46 0.25 2.11
H -1.92 1.06 0.63
H -3.39 0.06 0.62
H 1.80 -0.74 2.26
C 3.61 1.53 -0.92
C 1.20 2.25 -2.03
C 0.71 1.17 -1.64
O 3.05 2.47 -1.60
H 1.22 3.13 -2.64
H 2.63 0.60 -0.55
H 4.20 0.78 -1.47
H 3.96 1.77 0.09
H -0.16 0.54 -1.70
H 1.67 0.57 -0.89
```

Properties
Lowest unoccupied orbital energy, hartree: 0.027
Energy above the lowest of the compared OMol25 structures with the same formula, charge and spin, kJ/mol: 687.0
Highest occupied orbital energy, eV: -9.2
Calculated total energy, Eh: -463.44420
Molecular weight, u: 142.2
Gap between HOMO and LUMO, eV: 9.9
2S+1: 1

No. 2
Below is 2 unconnected molecules or ions with the total composition C8H14O2, with properties calculated with ωB97M-V with the def2-TZVPD basis set.

Geometry as XYZ:
```
24
Properties=species:S:1:pos:R:3
C -3.25 0.93 1.51
C -2.68 0.62 0.14
C 1.32 0.27 -1.64
C 2.28 0.24 -0.42
C 3.69 0.46 -0.55
C -1.52 -0.90 -1.55
C 1.88 -0.35 0.85
C -1.94 -0.44 -0.22
O 1.38 1.25 -0.89
O 1.60 -1.76 0.83
H -2.72 0.20 2.19
H -3.16 1.97 1.77
H -3.15 1.37 -0.52
H -4.37 0.80 1.55
H 4.06 1.22 0.06
H 4.03 0.82 -1.54
H 4.31 -0.43 -0.27
H -2.27 -1.73 -1.77
H -1.59 -0.05 -2.23
H -0.49 -1.29 -1.70
H 0.97 0.06 1.34
H 2.79 -0.27 1.61
H -1.78 -1.08 0.62
H 0.63 -1.91 0.84
```

Properties
Lowest unoccupied orbital energy, hartree: 0.030
Energy above the lowest of the compared OMol25 structures with the same formula, charge and spin, kJ/mol: 529.4
Highest occupied orbital energy, eV: -9.1
Calculated total energy, Eh: -463.50421
Molecular weight, u: 142.2
Gap between HOMO and LUMO, eV: 9.9
2S+1: 1

Which formula does entry 1 have?
C8H14O2

Which value of gap between HOMO and LUMO does entry 2 give?
9.9 eV

The lowest highest occupied orbital energy belongs to which entry?
number 1

Among the records above, which one has the lowest lowest unoccupied orbital energy?
number 1